# 1
This record from OMol25 describes a 12-piece molecular cluster, H24O12 overall in a non-equilibrium geometry. The level of theory is ωB97M-V with the def2-TZVPD basis set.

```
36
H24O12 ωB97M-V with the def2-TZVPD basis set
O 0.42 0.66 -0.29
H 0.94 0.44 0.49
H -0.27 1.24 0.05
O 0.15 -0.71 1.42
H -0.62 -1.28 1.49
H 0.72 -0.98 2.16
O 1.56 -2.42 -0.87
H 2.12 -1.80 -0.41
H 1.39 -3.11 -0.22
O 3.13 3.68 -2.31
H 2.18 3.79 -2.20
H 3.49 4.52 -2.02
O 3.09 -3.37 0.40
H 2.89 -3.74 -0.47
H 3.86 -2.81 0.24
O 2.25 2.06 -0.61
H 3.13 1.71 -0.47
H 2.18 2.78 0.03
O 3.46 -0.08 1.03
H 4.05 -0.41 1.70
H 3.42 -0.79 0.38
O -1.88 -1.81 -1.79
H -1.06 -2.13 -2.18
H -2.27 -1.27 -2.49
O -1.85 2.70 3.18
H -1.69 1.77 3.39
H -0.98 3.07 3.04
O -3.58 -2.22 -1.08
H -2.90 -2.44 -0.43
H -3.80 -1.31 -0.89
O -4.81 1.71 -2.20
H -4.07 2.31 -2.05
H -4.45 0.84 -2.00
O -3.19 0.06 2.21
H -2.86 -0.54 1.53
H -4.14 -0.10 2.23
```

## Properties
- Kohn-Sham gap: 0.30835 Ha
- ΔE to the lowest compared entry with this formula, charge and spin: 7.731 eV
- E_HOMO: -8.61 eV
- SMILES: O.O.O.O.O.O.O.O.O.O.O.O
- LUMO energy: -0.2 eV


# 2
This record from OMol25 describes a 12-piece molecular cluster, H24O12 overall in a non-equilibrium geometry. The level of theory is ωB97M-V with the def2-TZVPD basis set.

```
36
H24O12 ωB97M-V with the def2-TZVPD basis set
O -2.59 1.82 -0.35
H -3.46 2.03 0.02
H -2.02 2.57 -0.16
O -2.17 -1.25 1.05
H -2.95 -0.85 0.68
H -2.46 -1.43 1.94
O -0.10 3.19 -1.38
H 0.24 2.41 -1.81
H 0.70 3.77 -1.38
O -0.08 -2.97 1.44
H -0.21 -3.62 2.15
H -0.86 -2.40 1.54
O 1.70 1.38 3.64
H 2.02 0.50 3.65
H 1.35 1.47 2.75
O 3.03 -0.31 -0.89
H 2.12 0.02 -1.08
H 3.36 -0.37 -1.75
O 1.67 1.52 0.79
H 2.07 2.12 0.09
H 2.42 0.90 0.81
O 1.08 1.22 -3.16
H 0.91 0.33 -3.35
H 1.37 1.60 -3.94
O -0.83 0.72 2.30
H -1.33 0.07 1.81
H -0.98 1.59 1.94
O -2.27 -3.60 -0.46
H -2.18 -4.23 0.22
H -1.92 -2.86 -0.03
O 0.10 -0.21 -0.51
H 0.43 0.48 0.07
H -0.71 -0.47 -0.04
O 0.61 -1.74 -2.50
H 0.50 -1.19 -1.74
H 1.43 -2.20 -2.36
```

## Properties
- Kohn-Sham gap: 0.37927 Ha
- ΔE to the lowest compared entry with this formula, charge and spin: 2.336 eV
- E_HOMO: -10.49 eV
- SMILES: O.O.O.O.O.O.O.O.O.O.O.O
- LUMO energy: -0.2 eV


# 3
This record from OMol25 describes a 12-piece molecular cluster, H24O12 overall in a non-equilibrium geometry. The level of theory is ωB97M-V with the def2-TZVPD basis set.

```
36
H24O12 ωB97M-V with the def2-TZVPD basis set
O -1.64 3.14 0.05
H -0.86 2.98 0.60
H -1.78 4.06 0.31
O 0.64 -2.10 2.64
H 0.03 -1.37 2.58
H 0.43 -2.76 1.99
O -2.57 0.77 -1.27
H -2.64 0.62 -0.34
H -3.09 1.51 -1.51
O 0.36 -3.95 0.64
H -0.28 -3.29 0.37
H -0.04 -4.84 0.45
O 0.64 2.22 -1.34
H 0.69 3.14 -1.14
H 1.33 1.79 -0.86
O -0.12 -0.05 0.35
H 0.68 -0.48 -0.02
H -0.34 0.70 -0.25
O -1.02 0.13 2.89
H -1.83 -0.22 2.52
H -0.49 0.52 2.19
O 1.72 -1.30 -1.79
H 1.06 -1.24 -2.48
H 1.90 -2.22 -1.81
O -1.34 3.28 -2.92
H -1.42 2.53 -3.53
H -1.03 2.83 -2.14
O 2.48 -0.96 1.01
H 1.79 -1.21 1.57
H 3.21 -1.13 1.57
O 2.68 1.34 -0.11
H 3.26 1.40 -0.87
H 2.64 0.40 0.19
O -1.72 -2.31 -0.19
H -1.26 -1.49 -0.05
H -2.10 -2.44 0.70
```

## Properties
- Kohn-Sham gap: 0.39372 Ha
- ΔE to the lowest compared entry with this formula, charge and spin: 1.483 eV
- E_HOMO: -10.59 eV
- SMILES: O.O.O.O.O.O.O.O.O.O.O.O
- LUMO energy: 0.1 eV


# 4
This record from OMol25 describes a 12-piece molecular cluster, H24O12 overall in a non-equilibrium geometry. The level of theory is ωB97M-V with the def2-TZVPD basis set.

```
36
H24O12 ωB97M-V with the def2-TZVPD basis set
O -0.45 -1.68 2.86
H -0.14 -2.41 2.38
H -0.54 -1.04 2.12
O 1.57 -0.96 -1.52
H 1.52 -0.14 -1.99
H 1.91 -1.50 -2.22
O 1.78 1.37 0.39
H 2.61 1.45 0.85
H 1.50 2.35 0.23
O -1.22 2.54 1.02
H -1.05 1.84 1.62
H -1.19 2.18 0.09
O -3.20 -0.22 1.40
H -3.06 -1.13 1.17
H -2.58 -0.03 2.07
O 3.47 1.34 -1.84
H 2.83 1.29 -1.08
H 3.85 2.17 -1.65
O -3.66 -0.95 -1.79
H -3.78 -0.80 -2.74
H -2.91 -1.52 -1.82
O -1.05 -1.65 -2.20
H -0.15 -1.46 -2.13
H -1.11 -2.32 -1.55
O -0.31 -0.36 0.43
H 0.48 0.08 0.16
H -0.93 0.02 -0.19
O 1.15 1.13 3.00
H 1.57 1.98 3.31
H 1.25 1.20 2.06
O -1.53 1.12 -1.27
H -2.30 0.67 -1.63
H -0.89 1.01 -1.91
O 2.50 -1.76 0.93
H 1.97 -2.43 1.31
H 2.08 -1.36 0.17
```

## Properties
- Kohn-Sham gap: 0.36972 Ha
- ΔE to the lowest compared entry with this formula, charge and spin: 2.887 eV
- E_HOMO: -10.59 eV
- SMILES: O.O.O.O.O.O.O.O.O.O.O.O
- LUMO energy: -0.5 eV